No. 1
Molecular formula: C30H60Cl4O16
Method: DFT, wB97M-V/def2-TZVPD

## Properties
- DFT total energy: -114934.985 eV
- Total charge: 0
- SMILES: CCOC(=O)OC.CCOC(=O)OC.CCOC(C)=O.CCOC(C)=O.CCOC(C)=O.CCOC(C)=O.CCOC(C)=O.ClCCl.ClCCl
- HOMO-LUMO gap: 10.651 eV
- Largest force on an atom: 1.55 eV Å⁻¹
- LUMO level: 0.321 eV
- HOMO: -0.3796 Eh

Each line ends with the Mulliken charge.
CARTESIAN COORDINATES (ANGSTROEM)
C1 7.82885 -15.13793 -0.05616  1.03
Cl1 6.31300 -15.71525 -0.78010  -0.16
Cl2 7.71290 -13.46410 0.44896  -0.19
H1 8.01577 -15.79661 0.77976  -0.32
H2 8.59323 -15.23231 -0.81343  -0.40
C2 5.28235 -19.41461 2.62451  -0.08
Cl3 5.62906 -19.16296 0.90348  -0.08
Cl4 3.64067 -18.93365 3.04554  -0.17
H3 5.43714 -20.46447 2.84344  0.33
H4 5.97787 -18.82170 3.20503  0.00
C3 5.07029 -17.88454 -5.22535  -1.21
C4 6.42029 -17.21549 -5.11530  -0.32
O1 7.46478 -18.16636 -5.32482  0.07
C5 7.77528 -18.41387 -6.59741  0.21
O2 7.22962 -17.95502 -7.55967  -0.59
O3 8.85142 -19.20303 -6.62292  0.26
C6 9.33914 -19.54891 -7.91218  -0.88
H5 4.86945 -18.14576 -6.26050  0.35
H6 4.27899 -17.33008 -4.72655  0.41
H7 5.13147 -18.81349 -4.64078  0.22
H8 6.53550 -16.83802 -4.10006  0.24
H9 6.50417 -16.39735 -5.82715  0.49
H10 9.54739 -18.64383 -8.48297  0.31
H11 8.61628 -20.14751 -8.46639  0.31
H12 10.25112 -20.11572 -7.75321  0.20
C7 17.27475 -22.26419 -0.96948  -1.27
C8 16.15908 -21.24375 -0.88437  -0.02
O4 16.21393 -20.61145 0.40544  -0.36
C9 15.05956 -20.15792 0.87860  0.72
O5 14.01516 -20.16211 0.27328  -0.49
O6 15.27248 -19.68865 2.10061  -0.38
C10 14.10466 -19.24685 2.81106  -0.41
H13 17.23644 -22.75032 -1.94489  0.37
H14 17.28168 -22.97937 -0.15090  0.32
H15 18.23641 -21.74336 -0.94611  0.31
H16 15.17721 -21.64924 -1.11513  0.26
H17 16.35152 -20.46364 -1.62951  0.20
H18 13.67660 -20.08070 3.36038  0.25
H19 13.38912 -18.79559 2.13599  0.22
H20 14.44994 -18.49258 3.51387  0.24
O7 10.69308 -16.55063 -6.08689  -0.51
C11 11.77185 -16.62646 -5.56819  0.74
O8 12.01141 -16.39712 -4.26862  -0.31
C12 10.92607 -15.98428 -3.43195  0.12
C13 11.51371 -15.93772 -2.02316  -0.88
C14 13.03415 -16.97463 -6.31082  -1.07
H21 10.10376 -16.69772 -3.47581  -0.08
H22 10.60009 -14.99312 -3.74332  0.47
H23 10.72539 -15.78877 -1.28173  0.17
H24 12.25251 -15.14416 -1.96259  0.45
H25 11.93111 -16.91724 -1.79095  0.03
H26 12.83361 -17.70938 -7.08312  0.30
H27 13.70949 -17.47942 -5.60839  0.28
H28 13.58627 -16.09425 -6.62772  0.35
O9 11.29368 -18.44765 3.29100  -0.58
C15 10.26684 -18.75196 3.83865  0.30
O10 10.23022 -19.40564 5.01563  -0.31
C16 11.49039 -19.81151 5.55178  0.07
C17 11.28767 -20.35750 6.94573  -1.28
C18 8.88248 -18.63687 3.23510  -0.21
H29 12.21208 -18.99308 5.54203  0.30
H30 11.93053 -20.57510 4.90259  0.15
H31 12.06138 -21.08314 7.18774  0.36
H32 10.32854 -20.87605 7.02721  0.31
H33 11.24441 -19.57603 7.70456  0.32
H34 8.18188 -18.48321 4.05605  0.32
H35 8.68687 -19.51927 2.63258  0.22
H36 8.84486 -17.76273 2.58897  -0.03
O11 12.83695 -22.06926 -7.14351  -0.55
C19 12.79018 -22.67596 -6.10887  0.84
O12 12.49953 -22.11262 -4.91600  -0.26
C20 12.20638 -20.72236 -4.90166  1.01
C21 13.16117 -19.93196 -4.03918  -0.94
C22 13.06384 -24.14955 -5.97546  -1.14
H37 11.20543 -20.54896 -4.49611  -0.53
H38 12.16653 -20.28545 -5.89955  0.07
H39 13.22523 -20.34159 -3.02786  0.16
H40 12.68418 -18.95183 -3.91144  -0.04
H41 14.16819 -19.74283 -4.40764  0.45
H42 14.13458 -24.28738 -6.14370  0.32
H43 12.54723 -24.65033 -6.79015  0.34
H44 12.81444 -24.53597 -4.99483  0.26
O13 8.02579 -24.89387 -3.96099  -0.58
C23 8.53279 -24.14872 -3.15974  0.78
O14 8.76583 -22.85697 -3.38887  -0.19
C24 8.53845 -22.38783 -4.73819  0.39
C25 7.10163 -22.01985 -4.96735  -1.04
C26 9.00710 -24.55991 -1.79814  -1.07
H45 8.91229 -23.12968 -5.44579  0.42
H46 9.20722 -21.53015 -4.81532  -0.32
H47 6.44316 -22.82666 -4.63887  0.42
H48 6.89347 -21.81755 -6.01661  0.34
H49 6.80840 -21.16128 -4.36211  0.06
H50 8.74407 -23.81535 -1.04873  0.24
H51 10.08735 -24.69389 -1.79790  0.25
H52 8.52468 -25.50465 -1.55916  0.35
O15 8.74131 -18.04656 -0.31645  -0.41
C27 8.65154 -18.80085 -1.25434  0.69
O16 9.67458 -19.51895 -1.72898  0.15
C28 10.86071 -19.59031 -0.93225  0.32
C29 10.79194 -20.73845 0.06922  -0.98
C30 7.42451 -19.09975 -2.04289  -0.47
H53 11.05293 -18.65283 -0.40847  0.19
H54 11.69096 -19.73423 -1.61479  -0.48
H55 11.40016 -20.51927 0.94523  0.11
H56 11.16881 -21.64483 -0.40796  0.29
H57 9.78632 -20.96198 0.43193  0.35
H58 6.58462 -18.46936 -1.74996  0.18
H59 7.09357 -20.12011 -1.82922  0.37
H60 7.52225 -19.01771 -3.12223  -0.35

---

No. 2
Molecular formula: C30H60Cl8O52S13
Method: DFT, wB97M-V/def2-TZVPD

## Properties
- DFT total energy: -379570.533 eV
- Total charge: 0
- HOMO-LUMO gap: 9.874 eV
- Largest force on an atom: 4.94 eV Å⁻¹
- LUMO level: -0.591 eV
- HOMO: -0.3846 Eh

Each line ends with the Mulliken charge.
CARTESIAN COORDINATES (ANGSTROEM)
C1 5.32774 -2.79876 -0.02458  0.06
C2 6.10234 -3.72121 0.90530  -0.18
O1 7.21825 -4.15315 0.08599  -0.41
S1 7.60537 -3.11140 -1.14125  0.98
O2 8.08417 -3.79204 -2.29016  -0.52
O3 8.28966 -1.93994 -0.61627  -0.41
O4 5.99547 -2.70550 -1.25372  -0.24
H1 5.38925 -1.82281 0.45692  -0.02
H2 4.32846 -3.14354 -0.29040  0.26
H3 5.59648 -4.64052 1.20041  0.21
H4 6.46886 -3.21574 1.79875  0.28
C3 -6.05370 4.02360 0.21127  0.27
C4 -6.29348 2.57240 0.56901  0.32
O5 -7.27964 2.48808 1.58040  -0.18
S2 -7.97176 3.94293 1.90997  1.05
O6 -7.34050 4.63011 3.04387  -0.56
O7 -9.46312 3.90848 1.94806  -0.56
O8 -7.35373 4.51413 0.53035  -0.41
H5 -5.73508 4.13061 -0.82561  -0.07
H6 -5.37475 4.65832 0.78070  0.28
H7 -5.39953 1.97259 0.73986  -0.45
H8 -6.74733 2.00262 -0.24184  0.32
C5 2.14141 -5.85265 -3.11645  -0.03
C6 1.38513 -7.17014 -3.05637  -0.02
O9 2.10830 -7.96285 -2.15821  -0.42
S3 2.69445 -6.95486 -0.93454  0.86
O10 3.91704 -7.40127 -0.24377  -0.59
O11 1.56471 -6.50593 -0.10876  -0.28
O12 3.08702 -5.86704 -2.02715  -0.22
H9 1.60815 -4.93163 -2.88099  -0.06
H10 2.79446 -5.75677 -3.98387  0.31
H11 1.56135 -7.74451 -3.96585  0.36
H12 0.36411 -6.86515 -2.82699  0.05
C7 -0.40941 -0.66548 -7.20583  -0.34
C8 0.78116 0.15674 -7.57426  -0.42
O13 1.25770 0.44731 -6.27614  -0.11
S4 0.02705 0.89865 -5.26525  0.84
O14 -0.30943 2.34849 -5.34872  -0.58
O15 0.26580 0.34082 -3.91105  -0.27
O16 -1.01299 0.00928 -6.15777  -0.26
H13 -0.17633 -1.68078 -6.88499  0.28
H14 -1.20270 -0.74890 -7.94868  0.34
H15 0.59278 1.13614 -8.01403  0.28
H16 1.59536 -0.34311 -8.09898  0.28
C9 -2.82410 3.62249 -3.42086  0.93
C10 -3.91235 4.52061 -4.14755  -0.49
O17 -4.73623 3.59668 -4.87544  -0.43
S5 -4.69332 2.16249 -4.19008  0.91
O18 -4.95096 1.21208 -5.28399  -0.63
O19 -5.49204 2.13500 -2.95690  -0.41
O20 -3.18375 2.30899 -3.85461  0.15
H17 -2.96593 3.87179 -2.36927  -0.52
H18 -1.80479 3.86586 -3.72067  -0.20
H19 -3.64001 5.41994 -4.69994  0.35
H20 -4.61865 4.87828 -3.39834  0.31
C11 -3.97072 2.10963 3.83906  0.30
C12 -2.69782 1.37253 3.91608  1.03
O21 -3.01073 0.12620 4.51917  -0.27
S6 -4.49016 0.11174 5.14000  1.03
O22 -4.65286 0.65881 6.49768  -0.61
O23 -5.14116 -1.15535 4.92627  -0.52
O24 -4.90208 1.10343 3.92905  -0.15
H21 -4.16514 2.46232 2.82618  -0.40
H22 -4.05547 2.94073 4.53919  0.19
H23 -2.02019 1.94359 4.55075  0.31
H24 -2.30000 1.09720 2.93934  -0.87
C13 0.37513 3.25429 0.43658  -0.42
C14 -0.12926 2.83298 1.82889  0.99
O25 -1.38794 3.43271 1.94635  -0.57
S7 -2.21047 3.48437 0.53294  0.53
O26 -2.97925 4.70551 0.38778  -0.71
O27 -2.92347 2.22081 0.30760  0.28
O28 -0.77307 3.53167 -0.34787  -0.06
H25 0.90874 2.48630 -0.12338  0.30
H26 1.05432 4.10646 0.46130  0.39
H27 0.41548 3.35655 2.61453  -0.16
H28 -0.18713 1.77824 2.09770  -0.37
C15 -0.64000 -2.05465 3.55693  0.26
C16 -0.41429 -3.09678 4.69626  -0.10
O29 0.53378 -4.02529 4.25033  -0.48
S8 1.57274 -3.35759 3.09586  1.00
O30 1.80159 -4.23683 1.90123  -0.27
O31 2.69155 -2.79808 3.87049  -0.63
O32 0.51765 -2.21041 2.72797  0.14
H29 -0.59773 -1.01233 3.87297  -0.48
H30 -1.45264 -2.14052 2.83558  -0.12
H31 -1.35333 -3.55748 5.00294  0.34
H32 0.08556 -2.62054 5.53973  0.22
C17 2.91608 5.74909 -3.24704  -0.46
C18 1.69560 4.90381 -2.81196  -0.06
O33 2.10693 3.52430 -2.56817  -0.08
S9 3.69709 3.39957 -3.10795  0.76
O34 3.64968 3.05762 -4.55313  -0.54
O35 4.58946 2.59602 -2.20111  -0.27
O36 4.04645 5.01387 -2.88111  -0.34
H33 2.95965 6.75046 -2.81872  0.35
H34 2.91479 5.89195 -4.32764  0.31
H35 0.84776 4.87833 -3.49652  0.14
H36 1.32106 5.29872 -1.86758  0.21
C19 6.14770 2.38070 0.58314  -0.16
C20 6.57694 2.37723 2.06062  -0.27
O37 8.01855 2.14548 2.09700  -0.45
S10 8.54590 1.63767 0.54738  1.06
O38 9.22006 0.38702 0.72771  -0.46
O39 9.16686 2.75338 -0.01293  -0.53
O40 6.99220 1.51528 -0.00371  -0.24
H37 6.34694 3.35125 0.12878  0.24
H38 5.08765 2.12839 0.55615  0.19
H39 6.12845 1.48329 2.49399  0.29
H40 6.27693 3.25890 2.62697  0.30
C21 -1.22841 -5.74896 1.05391  0.00
C22 -2.27306 -4.66979 0.95697  0.59
O41 -2.55250 -4.43026 -0.39075  -0.18
S11 -1.28013 -5.01200 -1.34248  0.86
O42 -0.17144 -4.03601 -1.38927  -0.15
O43 -1.78173 -5.65173 -2.58675  -0.63
O44 -1.04974 -6.15073 -0.23162  -0.36
H41 -1.41847 -6.58046 1.73257  0.47
H42 -0.31595 -5.20855 1.30584  -0.14
H43 -2.02440 -3.72905 1.44817  -0.56
H44 -3.11598 -5.17145 1.43228  0.37
C23 2.18148 2.05177 7.61589  -0.33
C24 2.65260 0.69852 8.05810  -0.32
O45 1.79167 -0.28957 7.50959  -0.39
S12 0.88340 0.28846 6.34419  1.35
O46 -0.46589 -0.24509 6.47942  -0.58
O47 1.51747 0.24290 5.00243  -0.40
O48 0.94144 1.85027 6.93851  -0.42
H45 2.82202 2.72924 7.05124  0.19
H46 1.93664 2.69356 8.46222  0.33
H47 2.71384 0.44664 9.11683  0.31
H48 3.68800 0.60390 7.73084  0.26
C25 -5.26585 -2.53477 -0.93951  0.21
C26 -4.82054 -1.16540 -0.43668  0.81
O49 -5.35283 -1.04002 0.90398  -0.07
S13 -6.75806 -1.88029 1.12877  1.15
O50 -7.94954 -1.15364 0.61780  -0.57
O51 -6.78169 -2.52472 2.44926  -0.53
O52 -6.21128 -2.98009 0.03138  -0.50
H49 -4.52552 -3.32332 -1.07439  -0.05
H50 -5.75760 -2.44925 -1.90852  0.27
H51 -5.17038 -0.35413 -1.07508  -0.26
H52 -3.75079 -0.95785 -0.41092  -0.44
C27 -0.11855 -0.30055 -0.60254  -0.90
Cl1 1.46213 -0.26376 0.27375  0.15
Cl2 -1.29615 -0.52304 0.65443  -0.12
H53 -0.35250 0.71308 -0.92799  -0.10
H54 -0.15930 -1.06300 -1.38043  0.68
C28 3.28681 2.87362 4.28644  -0.20
Cl3 2.03933 3.93660 4.91327  -0.17
Cl4 3.31447 2.89890 2.48224  -0.11
H55 4.30029 3.09376 4.62186  0.50
H56 3.07531 1.88842 4.70208  0.01
C29 4.32162 -0.01915 -4.57687  0.32
Cl5 4.92321 -1.66990 -4.74996  -0.17
Cl6 4.30181 0.60145 -6.23142  -0.17
H57 3.31108 -0.23621 -4.23077  -0.23
H58 4.97124 0.52897 -3.89448  0.23
C30 -3.73383 -1.61084 -4.50843  -0.16
Cl7 -2.87654 -1.17133 -3.08448  0.03
Cl8 -4.16214 -3.30440 -4.65206  -0.15
H59 -4.57092 -0.91278 -4.51782  0.24
H60 -3.10442 -1.39075 -5.37069  -0.05